Entry 1:
{"formula": "C39H37N3O3", "method": "ωB97M-V/def2-TZVPD", "elements": ["C", "O", "C", "C", "N", "C", "N", "C", "C", "C", "C", "O", "C", "C", "C", "C", "H", "H", "H", "H", "H", "H", "H", "H", "H", "H", "H", "H", "H", "H", "C", "N", "C", "C", "C", "C", "C", "C", "C", "C", "C", "C", "C", "C", "C", "C", "C", "C", "O", "C", "C", "C", "C", "C", "C", "C", "C", "C", "C", "H", "H", "H", "H", "H", "H", "H", "H", "H", "H", "H", "H", "H", "H", "H", "H", "H", "H", "H", "H", "H", "H", "H"], "xyz": [[5.756321, -0.189916, -2.764410], [5.348519, -0.577105, -1.435267], [5.381957, -1.884686, -1.079943], [5.075352, -2.128776, 0.262005], [4.668803, -1.044762, 1.089344], [3.675677, -0.127767, 0.742159], [3.744617, 0.779190, 1.761001], [2.959011, 1.972000, 1.858320], [4.656486, 0.402790, 2.752021], [5.225219, -0.741644, 2.334071], [5.226311, -3.413501, 0.804099], [4.916339, -3.514298, 2.119180], [4.847950, -4.794959, 2.771794], [5.617229, -4.485347, -0.027852], [5.880573, -4.231212, -1.372908], [5.775756, -2.951204, -1.915262], [5.669369, 0.897288, -2.763643], [6.796829, -0.484907, -2.971297], [5.091088, -0.624280, -3.525477], [2.355243, 2.108548, 0.951220], [2.286082, 1.927844, 2.729594], [3.610510, 2.848800, 1.996658], [4.809072, 0.977926, 3.643974], [5.979749, -1.349358, 2.784150], [4.536183, -4.551779, 3.787646], [4.105503, -5.446718, 2.290860], [5.829551, -5.289086, 2.783794], [5.699050, -5.494412, 0.382306], [6.179469, -5.056189, -2.018277], [6.007012, -2.767029, -2.966576], [-1.214148, 7.607489, -1.587314], [-1.455752, 6.294521, -2.152040], [-1.977782, 6.312767, -3.504491], [-1.271672, 5.115900, -1.419518], [-2.308922, 4.602758, -0.604697], [-2.137168, 3.418511, 0.080759], [-0.936234, 2.646842, -0.020526], [-0.825263, 1.342073, 0.561430], [-1.903780, 0.421637, 0.633009], [-1.806158, -0.755043, 1.451958], [-2.632531, -1.840501, 1.298459], [-2.440763, -3.081602, 2.076995], [-2.041991, -3.006266, 3.429249], [-1.880764, -4.161722, 4.198053], [-2.024130, -5.426544, 3.610202], [-2.377210, -5.518558, 2.256699], [-2.615789, -4.361607, 1.513387], [-3.764514, -1.769992, 0.329626], [-4.495036, -2.749690, 0.112899], [-4.007204, -0.461348, -0.331978], [-5.199528, -0.288734, -1.193732], [-5.915448, 0.932137, -1.184615], [-7.032585, 1.119998, -2.005306], [-7.422615, 0.123288, -2.909936], [-6.709318, -1.081959, -2.949058], [-5.645520, -1.297889, -2.071038], [-3.101667, 0.554346, -0.153136], [0.143559, 3.248497, -0.739529], [-0.034967, 4.419909, -1.451900], [-0.838378, 7.507396, -0.563335], [-0.474030, 8.149648, -2.194253], [-2.139861, 8.202600, -1.579933], [-2.158461, 5.289235, -3.850472], [-2.918289, 6.883014, -3.547196], [-1.260256, 6.802735, -4.179202], [-3.252097, 5.150839, -0.549399], [-2.951291, 3.047214, 0.705560], [0.139659, 1.025591, 0.951245], [-1.004080, -0.801468, 2.191744], [-1.897159, -2.019953, 3.876280], [-1.638486, -4.071852, 5.258864], [-1.863187, -6.332411, 4.199770], [-2.476381, -6.492155, 1.774948], [-2.947799, -4.445340, 0.481155], [-5.602024, 1.719747, -0.494269], [-7.597540, 2.052488, -1.941748], [-8.272899, 0.282079, -3.577152], [-6.982229, -1.862864, -3.660093], [-5.145967, -2.264299, -2.058243], [-3.270320, 1.479114, -0.702694], [1.105112, 2.732251, -0.762372], [0.770033, 4.841719, -2.056400]], "forces_ev_per_angstrom": [[-0.202, -0.422, 0.554], [0.292, -0.081, -0.929], [0.495, -0.196, -0.256], [0.011, -0.091, 0.274], [-0.860, 0.787, 0.462], [0.584, 0.101, 0.157], [0.436, -1.291, -0.070], [-0.530, 0.649, 0.210], [-0.079, -0.105, -0.421], [0.013, 0.244, -0.419], [-0.253, -0.410, -0.715], [0.000, -0.510, 0.333], [0.126, 0.425, -0.501], [-0.107, 0.367, 0.432], [-0.081, 0.105, 0.069], [-0.128, 0.399, 0.213], [0.022, -0.183, -0.098], [-0.269, 0.050, 0.116], [0.149, 0.126, 0.212], [0.348, -0.165, 0.305], [0.118, -0.013, -0.263], [-0.185, -0.239, -0.156], [0.062, 0.064, 0.118], [0.155, -0.109, 0.113], [0.044, -0.182, -0.116], [0.163, 0.169, 0.085], [-0.212, 0.115, -0.011], [-0.002, 0.373, -0.191], [-0.067, 0.185, 0.147], [-0.074, -0.112, 0.403], [0.000, -0.399, 0.014], [0.012, 0.700, -0.418], [0.138, -0.205, 0.323], [0.142, -0.969, 0.590], [0.630, 0.404, -0.566], [0.493, -0.883, 0.131], [-0.078, 2.141, -0.948], [-2.181, -2.023, 0.577], [1.784, 1.707, 0.196], [-0.117, -1.614, -0.125], [0.490, 0.973, -0.038], [0.227, -0.613, 0.740], [-0.273, -0.195, -0.299], [0.084, -0.086, -0.286], [-0.061, 0.283, -0.199], [0.077, 0.332, 0.331], [0.053, 0.165, 0.033], [-0.739, -0.945, -0.150], [0.910, 1.246, 0.314], [0.830, 0.663, 0.356], [-0.732, 0.372, -0.524], [0.065, -0.482, -0.027], [0.188, -0.185, -0.095], [0.313, -0.054, 0.199], [-0.020, 0.357, 0.277], [0.140, 0.104, 0.036], [-1.232, -0.463, -0.766], [-0.626, -0.855, 0.484], [-0.700, 0.646, 0.018], [-0.078, 0.100, -0.218], [-0.033, 0.038, 0.166], [0.115, 0.017, 0.109], [0.021, 0.250, 0.023], [0.039, -0.132, -0.090], [-0.125, -0.114, -0.056], [0.304, -0.141, 0.040], [0.290, 0.089, -0.115], [-0.119, 0.001, 0.093], [-0.054, -0.059, -0.343], [-0.119, -0.337, -0.017], [-0.001, -0.050, -0.332], [-0.080, 0.317, -0.172], [-0.017, 0.258, 0.175], [0.159, 0.014, 0.278], [-0.167, -0.217, -0.200], [0.202, -0.268, -0.051], [0.266, -0.035, 0.242], [0.010, 0.199, 0.247], [-0.086, 0.311, -0.094], [0.135, -0.355, 0.003], [-0.266, 0.079, -0.137], [-0.182, -0.141, 0.211]], "e_above_lowest_kcal_mol": 66.2, "spin_multiplicity": 1, "e_homo_ha": -0.282, "orbital_gap_ev": 6.53, "e_tot_ev": -51652.3443, "charge": 0}

Entry 2:
{"formula": "C11H10ClEuNS", "method": "ωB97M-V/def2-TZVPD", "elements": ["C", "C", "C", "H", "C", "C", "H", "H", "H", "H", "Eu", "Cl", "C", "C", "C", "H", "C", "C", "H", "H", "H", "H", "S", "C", "N"], "xyz": [[0.869417, -2.084006, 2.327628], [0.953278, -2.045883, 0.885188], [-0.384753, -2.041632, 0.370807], [1.866468, -2.172976, 0.300700], [-1.280708, -2.071698, 1.489364], [-0.507429, -2.066417, 2.697613], [-0.882559, -2.263416, 3.710767], [1.700533, -2.151382, 3.035706], [-0.675636, -2.177957, -0.673214], [-2.366159, -2.138737, 1.432377], [0.095861, 0.439736, 1.613019], [1.962444, 2.168291, 2.163874], [0.109799, 2.864388, -2.968404], [-1.120853, 2.228185, -3.319714], [-0.810105, 0.998459, -3.978814], [-2.118943, 2.618184, -3.136872], [0.612918, 0.876340, -4.037769], [1.181350, 2.030486, -3.414777], [2.242712, 2.243665, -3.316253], [0.213046, 3.823768, -2.467971], [-1.528582, 0.288746, -4.381796], [1.164413, 0.057842, -4.494006], [-1.274687, 0.486610, 4.186452], [-0.345832, 0.154829, 5.509567], [0.324007, -0.065424, 6.466529]], "forces_ev_per_angstrom": [[-0.407, 0.427, -0.503], [-0.446, 0.077, 0.450], [0.211, -0.069, 0.738], [-0.358, 0.257, 0.184], [0.777, 0.431, 0.138], [0.255, -0.907, -0.771], [0.195, 0.523, -0.689], [-0.289, 0.085, -0.386], [0.178, 0.378, 0.363], [0.313, 0.101, 0.007], [0.397, -0.932, 1.072], [-0.763, -0.849, -0.273], [0.032, -0.797, -0.220], [0.687, -0.520, -0.060], [0.632, 0.576, 0.358], [0.135, -0.028, -0.041], [-0.514, 0.748, 0.413], [-0.870, -0.287, -0.051], [-0.165, -0.020, 0.000], [-0.010, -0.112, -0.103], [0.097, 0.113, 0.058], [-0.075, 0.127, 0.071], [-0.698, 0.825, -1.001], [2.617, -0.643, 2.854], [-1.932, 0.496, -2.607]], "spin_multiplicity": 7, "e_homo_ha": [-0.118, -0.118], "orbital_gap_ev": [2.22, 4.47], "e_tot_ev": -55745.8647, "charge": -1}

Entry 3:
{"formula": "C6H10N2", "method": "ωB97M-V/def2-TZVPD", "elements": ["C", "N", "C", "N", "C", "C", "C", "C", "H", "H", "H", "H", "H", "H", "H", "H", "H", "H"], "xyz": [[0.554665, 2.060864, 0.172862], [-0.204840, 0.221966, 1.654712], [0.725205, 0.657594, 0.662598], [1.557312, -1.625001, 0.104878], [1.036676, -0.357712, -0.270852], [-1.234078, -0.364646, 0.911586], [-1.492592, -0.730920, -1.600115], [-0.927140, -0.601645, -0.396131], [0.103774, -0.145300, 2.542601], [1.012868, -2.036722, 0.853582], [1.558661, -2.271754, -0.673694], [1.432466, -0.022034, -1.223547], [-2.212946, -0.520403, 1.353024], [1.515187, 2.492789, -0.115297], [-0.116534, 2.103387, -0.699888], [0.139836, 2.689881, 0.960998], [-2.381651, -0.177352, -1.876079], [-1.066869, -1.372992, -2.361237]], "forces_ev_per_angstrom": [[-0.067, 0.104, -0.164], [0.058, 0.240, 0.269], [-0.307, -0.674, -1.021], [-0.300, 0.035, -0.214], [1.157, 0.467, 1.403], [0.550, 0.292, -0.305], [0.130, 0.192, 0.082], [-1.174, -0.099, 0.361], [-0.140, -0.315, -0.212], [0.077, 0.017, 0.039], [-0.022, 0.027, 0.012], [-0.120, 0.012, -0.072], [0.114, -0.371, -0.007], [-0.052, -0.028, -0.073], [0.042, 0.091, 0.003], [-0.028, -0.084, -0.064], [0.104, 0.226, -0.079], [-0.022, -0.132, 0.043]], "e_above_lowest_kcal_mol": 103.2, "spin_multiplicity": 1, "e_homo_ha": [-0.257, -0.255], "orbital_gap_ev": [7.18, 7.14], "e_tot_ev": -9359.9612, "charge": 0}

Entry 4:
{"formula": "C5H14PS", "method": "ωB97M-V/def2-TZVPD", "elements": ["C", "C", "C", "C", "C", "P", "S", "H", "H", "H", "H", "H", "H", "H", "H", "H", "H", "H", "H", "H", "H"], "xyz": [[-2.307342, -0.202457, -1.033004], [2.184154, 0.487587, -0.938539], [0.728176, 0.209311, 1.900948], [-1.807781, 0.095120, 0.315976], [0.665278, 0.458652, -1.112616], [-0.066027, -0.355949, 0.461382], [0.218660, -2.510234, 0.036486], [-3.437834, -0.141338, -0.952808], [-2.080163, 0.448206, -1.847157], [-2.068067, -1.173991, -1.386481], [2.601487, -0.486036, -0.622945], [2.487493, 0.876803, -1.954492], [2.406712, 1.294402, -0.162105], [0.572185, -0.402823, 2.751890], [0.767099, 1.257954, 2.035420], [1.871634, 0.077655, 1.717959], [-2.551191, -0.147362, 1.091218], [-1.611563, 1.144599, 0.511787], [0.418049, -0.175174, -2.009560], [0.156549, 1.336946, -1.308711], [0.327877, -2.850697, 1.288139]], "forces_ev_per_angstrom": [[-3.197, 0.171, -0.787], [-0.361, 2.306, -0.259], [3.897, -0.788, -0.575], [0.869, 0.634, 1.769], [0.415, -4.014, 1.056], [-0.643, -1.674, -3.107], [-0.115, 2.200, -0.573], [1.223, -0.294, -0.354], [0.576, 0.853, -0.217], [0.133, -1.154, -0.059], [-0.067, 0.559, -0.547], [0.650, -0.723, 1.295], [0.191, -1.110, -1.082], [-0.671, -0.197, 0.993], [-0.968, 1.190, 0.390], [-1.713, -0.272, 0.019], [0.801, -0.551, -0.007], [-0.442, 0.816, -0.293], [0.023, 0.127, 1.107], [-0.654, 2.228, 0.040], [0.051, -0.308, 1.192]], "e_above_lowest_kcal_mol": 15.9, "spin_multiplicity": 1, "e_homo_ha": -0.526, "orbital_gap_ev": 10.79, "e_tot_ev": -25529.2662, "charge": 1}

Entry 5:
{"formula": "C5H12O2", "method": "ωB97M-V/def2-TZVPD", "elements": ["C", "C", "O", "C", "C", "O", "C", "H", "H", "H", "H", "H", "H", "H", "H", "H", "H", "H", "H"], "xyz": [[1.096577, -2.888682, -0.900954], [0.191521, -1.935636, -0.151073], [1.004425, -1.017509, 0.561064], [-0.820982, 1.098744, 0.458838], [-0.826931, 2.567580, 0.838860], [-0.462884, 2.948925, -0.497616], [0.052277, 1.630021, -0.711495], [1.814814, -3.294547, -0.182793], [1.653704, -2.340045, -1.668422], [0.551221, -3.706489, -1.378733], [-0.416290, -2.461463, 0.592956], [-0.506667, -1.419285, -0.829957], [-1.782810, 0.742159, 0.081279], [-0.430356, 0.401433, 1.197563], [-1.749374, 3.029154, 1.194635], [0.001069, 2.784275, 1.531710], [1.166864, -0.268766, -0.023949], [1.143045, 1.627376, -0.516961], [-0.115800, 1.277221, -1.738562]], "forces_ev_per_angstrom": [[0.039, -0.103, -0.082], [-0.107, -0.240, -0.075], [0.238, 0.071, -0.060], [-0.106, -0.016, -0.052], [-0.202, 0.191, 0.374], [0.091, 0.292, -0.088], [0.094, -0.238, -0.170], [-0.065, -0.076, -0.194], [-0.047, -0.136, 0.065], [0.021, 0.057, 0.035], [0.102, 0.011, -0.092], [0.164, -0.058, 0.152], [0.054, 0.170, 0.069], [0.004, 0.182, -0.298], [0.062, 0.056, -0.112], [-0.199, 0.112, -0.037], [0.191, -0.192, 0.216], [-0.241, -0.086, 0.066], [-0.094, 0.000, 0.282]], "e_above_lowest_kcal_mol": 58.5, "spin_multiplicity": 1, "e_homo_ha": -0.360, "orbital_gap_ev": 10.73, "e_tot_ev": -9472.5972, "charge": 0}

Entry 6:
{"formula": "C5H15NOS", "method": "ωB97M-V/def2-TZVPD", "elements": ["C", "N", "C", "C", "C", "C", "S", "H", "H", "H", "H", "H", "H", "H", "H", "H", "H", "H", "H", "H", "O", "H", "H"], "xyz": [[1.389346, 1.655943, -1.076358], [0.341581, 0.740924, -0.644408], [0.398904, 0.329584, 0.738981], [0.309636, 1.509133, 1.743547], [-0.691092, -0.672378, 1.120089], [-0.871020, -1.848242, 0.165255], [-2.314594, -2.857790, 0.685200], [2.345533, 1.194001, -0.848604], [1.295275, 1.820059, -2.146434], [1.372233, 2.623301, -0.566970], [-0.588902, 1.073363, -0.870440], [1.362168, -0.152880, 0.951795], [1.038629, 2.271828, 1.455752], [-0.686140, 1.936979, 1.644132], [0.507401, 1.133948, 2.747360], [-0.544302, -1.074162, 2.117354], [-1.647473, -0.130934, 1.182740], [-1.040823, -1.445148, -0.821884], [-0.022819, -2.519346, 0.193661], [-1.658479, -4.020312, 0.636853], [-0.047167, -0.892962, -2.939299], [-0.600153, -0.202966, -3.317469], [0.352258, -0.471943, -2.150853]], "forces_ev_per_angstrom": [[-0.314, 0.068, 0.318], [-0.001, -0.381, -0.240], [0.200, 0.087, 1.587], [0.258, -0.385, -0.984], [-0.557, -0.097, -0.412], [-0.394, 0.383, 0.488], [0.201, 0.080, -0.100], [0.190, -0.063, -0.168], [0.146, 0.005, -0.083], [-0.031, 0.108, -0.087], [0.036, 0.212, 0.044], [0.081, -0.009, -0.511], [-0.046, -0.043, 0.402], [-0.112, 0.156, 0.347], [-0.126, 0.278, 0.048], [0.309, 0.162, 0.259], [0.046, -0.030, -0.097], [0.058, -0.416, -0.356], [0.282, 0.082, -0.258], [-0.147, -0.106, 0.020], [0.163, 0.021, -0.082], [0.008, -0.055, -0.078], [-0.252, -0.057, -0.056]], "e_above_lowest_kcal_mol": 8.9, "smiles": "CN[C@@H](C)CCS.O", "spin_multiplicity": 1, "e_homo_ha": -0.324, "orbital_gap_ev": 9.63, "e_tot_ev": -19800.9513, "charge": 0}